The molecule C25H38N4O5S. Source: OMol25; level of theory: ωB97M-V/def2-TZVPD.

Cartesian coordinates (Å):
1 C -1.672 -0.183 3.154
2 H -2.338 0.579 3.546
3 H -2.054 -1.172 3.388
4 H -0.670 -0.035 3.548
5 S -1.632 0.018 1.353
6 C -0.846 -1.537 0.843
7 C 0.609 -1.656 1.268
8 H 0.991 -2.616 0.914
9 H 0.692 -1.632 2.357
10 C 1.475 -0.534 0.685
11 N 2.869 -0.922 0.681
12 C 3.678 -0.701 -0.385
13 O 3.276 -0.296 -1.453
14 O 4.939 -1.019 -0.067
15 C 5.998 -0.904 -1.052
16 C 6.136 0.548 -1.510
17 H 5.243 0.860 -2.044
18 H 6.280 1.199 -0.650
19 H 6.993 0.641 -2.171
20 C 5.723 -1.830 -2.235
21 H 6.561 -1.799 -2.926
22 H 4.824 -1.517 -2.757
23 H 5.591 -2.852 -1.887
24 C 7.251 -1.351 -0.298
25 H 7.418 -0.707 0.561
26 H 7.130 -2.371 0.054
27 H 8.115 -1.301 -0.953
28 H 3.298 -1.144 1.566
29 C 1.336 0.738 1.545
30 O 1.276 0.632 2.762
31 N 1.375 1.933 0.931
32 C 1.409 2.192 -0.492
33 H 2.047 3.069 -0.646
34 C -0.006 2.497 -0.983
35 H -0.630 1.615 -0.824
36 H 0.009 2.716 -2.051
37 C -0.577 3.698 -0.216
38 C -2.024 3.934 -0.649
39 O -2.377 4.920 -1.257
40 N -2.871 2.939 -0.299
41 H -2.503 2.121 0.164
42 C -4.224 2.849 -0.804
43 H -4.324 3.573 -1.616
44 H -4.950 3.091 -0.017
45 C -4.468 1.431 -1.333
46 O -4.585 1.174 -2.507
47 N -4.498 0.523 -0.320
48 C -4.518 -0.875 -0.384
49 C -4.576 -1.578 0.817
50 C -4.558 -2.959 0.821
51 C -4.484 -3.674 -0.366
52 C -4.435 -2.963 -1.560
53 C -4.452 -1.582 -1.580
54 H -4.414 -1.047 -2.514
55 H -4.382 -3.503 -2.494
56 C -4.473 -5.173 -0.373
57 H -3.659 -5.547 -0.992
58 H -5.406 -5.554 -0.788
59 H -4.359 -5.568 0.633
60 H -4.604 -3.488 1.763
61 H -4.632 -1.035 1.751
62 H -4.430 0.885 0.621
63 C -0.445 3.501 1.300
64 C 0.988 3.116 1.677
65 H 1.683 3.927 1.440
66 H 1.055 2.885 2.741
67 H -1.105 2.702 1.638
68 H -0.726 4.419 1.817
69 H -0.017 4.594 -0.504
70 H 1.856 1.366 -1.043
71 H 1.192 -0.364 -0.355
72 H -1.448 -2.348 1.257
73 H -0.942 -1.551 -0.243

Atoms 1-2, force components in eV/Å:
C 0.238 0.035 -0.436
H -0.092 0.038 0.072

Computed properties:
Strongest force on any atom = 0.7 eV Å⁻¹
E_tot = -53578.2791 eV
Energy above the lowest of the compared OMol25 structures with the same formula, charge and spin = 7.01 kcal per mole
Highest occupied orbital energy = -8.388 eV

=====

A 7-piece molecular cluster, C13H21F3N4O17 overall. Source: OMol25; level of theory: ωB97M-V/def2-TZVPD.

Cartesian coordinates (Å):
1 C -4.329 -0.533 3.139
2 C -3.857 -1.198 1.846
3 O -5.150 -1.449 1.184
4 C -5.921 -0.458 1.533
5 O -7.040 -0.263 1.046
6 O -5.432 0.153 2.600
7 F -3.235 -2.341 2.009
8 H -3.521 0.108 3.492
9 H -4.539 -1.294 3.891
10 H -3.157 -0.556 1.311
11 C 1.809 -1.690 3.727
12 C 0.630 -2.582 3.294
13 O 1.137 -3.211 2.169
14 C 2.150 -2.501 1.594
15 O 2.823 -2.747 0.599
16 O 2.378 -1.404 2.420
17 F -0.526 -1.882 3.108
18 H 2.552 -2.279 4.264
19 H 1.607 -0.919 4.470
20 H 0.463 -3.366 4.033
21 C -0.140 3.685 2.279
22 C -1.377 3.502 1.424
23 O -2.006 4.760 1.438
24 C -1.456 5.532 2.427
25 O -1.761 6.668 2.682
26 O -0.547 4.795 3.055
27 F -2.182 2.639 2.027
28 H 0.785 3.881 1.738
29 H 0.089 2.807 2.883
30 H -1.177 3.167 0.406
31 C 0.948 -5.304 -2.968
32 N 1.546 -4.338 -1.966
33 O 0.797 -3.589 -1.337
34 O 2.757 -4.255 -1.804
35 H -0.136 -5.295 -2.858
36 H 1.452 -6.269 -2.909
37 H 1.089 -4.918 -3.977
38 C 0.745 -0.254 -1.169
39 N -0.198 0.228 -0.189
40 O 0.184 0.987 0.678
41 O -1.327 -0.182 -0.297
42 H 1.645 0.322 -0.957
43 H 0.413 -0.022 -2.182
44 H 1.003 -1.313 -1.149
45 C 0.360 4.503 -3.993
46 N 0.166 3.479 -2.924
47 O -0.660 3.717 -2.057
48 O 0.827 2.471 -3.009
49 H -0.451 4.570 -4.718
50 H 1.330 4.424 -4.482
51 H 0.394 5.414 -3.395
52 C 3.564 -1.082 -3.856
53 N 4.621 -0.342 -3.107
54 O 4.295 0.647 -2.477
55 O 5.758 -0.749 -3.132
56 H 3.030 -1.625 -3.076
57 H 3.916 -1.886 -4.502
58 H 2.861 -0.360 -4.272

Atoms 1-2, force components in eV/Å:
C 1.449 -0.826 -1.302
C -0.420 0.444 0.298

Computed properties:
Spin multiplicity = 2
Strongest force on any atom = 4.8 eV Å⁻¹
Total charge = -1
E_tot = -62729.9170 eV
Energy above the lowest of the compared OMol25 structures with the same formula, charge and spin = 0.00 kcal per mole
⟨S²⟩ = 0.75
Highest occupied orbital energy (spin up / spin down) = -0.720 / -4.439 eV

=====

C31H26BrN6S2V as an isolated structure. Source: OMol25; level of theory: ωB97M-V/def2-TZVPD.

Cartesian coordinates (Å):
1 V -0.816 0.653 0.320
2 C 1.273 -3.916 -4.086
3 C 1.208 -2.980 -2.907
4 C 1.024 -3.460 -1.613
5 C 0.913 -2.584 -0.553
6 C 0.976 -1.202 -0.729
7 N 0.855 -0.357 0.388
8 C 1.935 -0.310 1.221
9 C 3.216 -0.756 0.817
10 C 4.310 -0.751 1.655
11 C 4.222 -0.267 2.957
12 C 5.412 -0.243 3.882
13 C 2.990 0.215 3.364
14 C 1.870 0.190 2.542
15 N 0.645 0.668 3.083
16 C 0.299 0.698 4.387
17 C -0.898 1.368 4.485
18 C -1.222 1.708 3.171
19 N -0.287 1.280 2.329
20 C 1.152 -0.724 -2.027
21 C 1.263 -1.609 -3.092
22 N 1.155 0.678 -2.287
23 C 1.603 1.286 -3.410
24 C 1.392 2.632 -3.265
25 C 0.796 2.762 -2.001
26 N 0.662 1.585 -1.412
27 H 1.726 -4.868 -3.805
28 H 0.270 -4.124 -4.467
29 H 1.858 -3.485 -4.899
30 H 0.948 -4.528 -1.440
31 H 0.739 -2.944 0.454
32 H 3.322 -1.123 -0.195
33 H 5.265 -1.111 1.286
34 H 6.050 -1.113 3.717
35 H 6.029 0.648 3.735
36 H 5.093 -0.252 4.925
37 H 2.900 0.640 4.357
38 H 0.900 0.227 5.143
39 H -1.468 1.558 5.377
40 H -2.100 2.203 2.792
41 H 1.343 -1.225 -4.102
42 H 2.048 0.738 -4.220
43 H 1.632 3.412 -3.967
44 H 0.471 3.660 -1.502
45 S -2.193 -0.795 1.522
46 C -3.203 -1.662 0.375
47 C -4.144 -2.582 0.841
48 C -4.979 -3.263 -0.032
49 C -4.882 -3.024 -1.398
50 C -3.948 -2.118 -1.873
51 C -3.089 -1.430 -1.007
52 S -1.905 -0.316 -1.645
53 H -4.215 -2.750 1.909
54 H -5.702 -3.972 0.354
55 H -5.536 -3.540 -2.091
56 H -3.862 -1.926 -2.937
57 Br -0.480 6.231 0.394
58 C -1.550 4.719 -0.057
59 C -2.672 4.889 -0.870
60 C -3.417 3.711 -1.110
61 C -3.000 2.504 -0.631
62 N -1.841 2.329 0.108
63 C -1.175 3.499 0.427
64 H -2.963 5.856 -1.250
65 H -4.334 3.752 -1.683
66 H -3.572 1.610 -0.821
67 H -0.307 3.403 1.065

Atoms 1-2, force components in eV/Å:
V -0.523 -0.313 -0.162
C -0.024 0.059 0.054

Computed properties:
Spin multiplicity = 4
Strongest force on any atom = 1.1 eV Å⁻¹
Total charge = -1
E_tot = -158913.7177 eV
Energy above the lowest of the compared OMol25 structures with the same formula, charge and spin = 0.00 kcal per mole
⟨S²⟩ = 3.79
Highest occupied orbital energy (spin up / spin down) = -2.149 / -3.778 eV

=====

A 3-piece molecular cluster, C2H11N2O2 overall. Source: OMol25; level of theory: ωB97M-V/def2-TZVPD.

Cartesian coordinates (Å):
1 C 0.011 0.155 0.524
2 C -0.413 0.107 1.849
3 N -1.591 0.527 2.396
4 N 1.307 -0.404 -0.083
5 H -0.349 0.860 -0.208
6 H 0.435 -0.241 2.464
7 H -1.647 0.504 3.433
8 H -2.496 0.298 1.967
9 H 1.987 0.352 -0.333
10 H 1.878 -1.063 0.456
11 H 1.061 -0.889 -0.982
12 H -0.545 -2.403 -0.915
13 H -0.339 -2.309 -2.455
14 O -0.371 -1.804 -1.679
15 H 0.398 1.627 -2.732
16 H 0.088 2.726 -1.789
17 O 0.585 1.956 -1.915

Atoms 1-2, force components in eV/Å:
C -0.592 0.640 1.173
C 2.747 -0.630 -2.514

Computed properties:
Strongest force on any atom = 4.0 eV Å⁻¹
Total charge = +1
E_tot = -9320.2017 eV
Energy above the lowest of the compared OMol25 structures with the same formula, charge and spin = 48.53 kcal per mole
Highest occupied orbital energy = -12.551 eV

=====

The molecule CH2O2S3. Source: OMol25; level of theory: ωB97M-V/def2-TZVPD.

Cartesian coordinates (Å):
1 C -1.083 0.285 0.198
2 O 1.944 1.375 -0.680
3 O -0.899 -2.267 0.104
4 S -2.179 1.286 -0.261
5 S 1.240 1.178 0.801
6 S 0.060 -0.825 0.473
7 H 1.419 2.063 -1.183
8 H -0.501 -3.094 0.549

Atoms 1-2, force components in eV/Å:
C 1.015 0.875 -0.206
O -0.950 0.980 -0.913

Computed properties:
Strongest force on any atom = 2.4 eV Å⁻¹
E_tot = -37666.4782 eV
Energy above the lowest of the compared OMol25 structures with the same formula, charge and spin = 62.93 kcal per mole
Highest occupied orbital energy = -8.543 eV

=====

An isolated ion of composition C3H6Br2N3 and charge +1. Source: OMol25; level of theory: ωB97M-V/def2-TZVPD.

Cartesian coordinates (Å):
1 C -0.330 -0.381 1.701
2 C -0.862 0.517 -0.612
3 C 1.529 0.183 -1.160
4 N 0.654 -0.645 0.926
5 N -1.398 0.185 1.400
6 N 0.307 -0.395 -0.422
7 Br -0.061 -0.967 3.515
8 Br -2.120 -0.050 -1.837
9 H -0.722 1.491 -0.355
10 H 2.346 -0.296 -0.821
11 H 1.321 -0.035 -2.309
12 H 1.630 1.248 -0.922
13 H -2.265 0.373 1.899
14 H -0.029 -1.227 -1.004

Atoms 1-2, force components in eV/Å:
C 1.566 -1.665 3.007
C -1.276 -3.489 3.093

Computed properties:
Strongest force on any atom = 5.2 eV Å⁻¹
Total charge = +1
E_tot = -147752.2791 eV
Energy above the lowest of the compared OMol25 structures with the same formula, charge and spin = 62.03 kcal per mole
Highest occupied orbital energy = -14.017 eV

=====

The molecule C5H6BrNO2S. Source: OMol25; level of theory: ωB97M-V/def2-TZVPD.

Cartesian coordinates (Å):
1 C -0.071 -2.499 -0.924
2 C 1.295 -2.071 -0.720
3 C -0.762 -1.305 -0.881
4 C 1.387 -0.712 -0.556
5 C 0.100 1.994 0.945
6 N 0.039 -0.233 -0.689
7 O 0.377 2.105 -1.816
8 O -1.776 1.548 -0.772
9 S -0.346 1.454 -0.715
10 Br 2.758 0.507 -0.288
11 H -0.297 -3.461 -1.175
12 H 2.210 -2.592 -0.565
13 H -1.724 -1.030 -1.021
14 H 0.809 1.245 1.331
15 H 0.630 2.966 0.922
16 H -0.885 2.006 1.489

Atoms 1-2, force components in eV/Å:
C 2.176 4.289 0.712
C 0.772 0.945 0.630

Computed properties:
Strongest force on any atom = 4.9 eV Å⁻¹
E_tot = -91743.0826 eV
Energy above the lowest of the compared OMol25 structures with the same formula, charge and spin = 15.51 kcal per mole
Highest occupied orbital energy = -8.815 eV

=====

C5H8I2O as an isolated structure. Source: OMol25; level of theory: ωB97M-V/def2-TZVPD.

Cartesian coordinates (Å):
1 C 2.561 -1.020 0.588
2 C 1.949 0.341 -0.002
3 C -0.160 0.987 -1.238
4 C -0.271 -0.673 0.626
5 C 0.515 0.603 0.101
6 O 0.444 1.618 1.097
7 I 4.465 -1.292 -0.090
8 I 2.992 2.088 -0.382
9 H 1.904 -1.773 0.929
10 H -1.159 0.682 -1.224
11 H 0.362 0.574 -2.178
12 H -0.155 2.116 -1.495
13 H -0.018 -0.821 1.669
14 H -0.124 -1.523 -0.009
15 H -1.278 -0.431 0.567
16 H -0.445 1.965 0.937

Atoms 1-2, force components in eV/Å:
C -1.834 7.767 -4.046
C 3.054 -6.178 2.961

Computed properties:
Strongest force on any atom = 8.9 eV Å⁻¹
E_tot = -23560.3730 eV
Energy above the lowest of the compared OMol25 structures with the same formula, charge and spin = 42.82 kcal per mole
Highest occupied orbital energy (spin up / spin down) = -8.156 / -8.156 eV